{"formula": "C11H28N2O2", "method": "the ωB97M-V functional and the def2-TZVPD basis", "species": ["C", "C", "C", "N", "N", "C", "C", "C", "C", "C", "O", "C", "C", "H", "H", "H", "H", "H", "H", "H", "H", "H", "H", "H", "H", "H", "H", "H", "H", "H", "H", "H", "H", "H", "H", "H", "H", "H", "C", "O", "H", "H", "H"], "coordinates": [[1.185699, -2.641413, 1.628056], [2.099376, -2.428224, 0.243382], [1.357124, -1.233282, -0.597926], [1.880036, 0.159507, -0.350192], [1.765389, 0.576791, 0.960258], [0.336337, 0.912573, 1.397609], [-0.007849, 2.506635, 1.230679], [-1.172845, 2.863287, 0.136195], [-1.275574, 1.846585, -1.141577], [-2.417436, 0.679118, -1.025697], [-3.535325, 0.976878, -0.118495], [-4.395063, -0.218868, 0.000146], [-4.153273, -1.077084, 1.377352], [1.020730, -3.767597, 1.898766], [0.154967, -2.044029, 1.552209], [1.791238, -2.138119, 2.519663], [2.005506, -3.436917, -0.346711], [3.227673, -2.164334, 0.530553], [0.169780, -1.310750, -0.499724], [1.569008, -1.465592, -1.750118], [2.918553, 0.108263, -0.544921], [2.291663, 1.500201, 1.025083], [2.201509, -0.044313, 1.675643], [0.324458, 0.697263, 2.572380], [-0.474612, 0.186134, 0.947331], [0.916535, 3.190809, 0.986106], [-0.415754, 2.891919, 2.284449], [-2.168882, 3.028114, 0.730823], [-0.888129, 3.932425, -0.312649], [-0.260701, 1.313954, -1.430974], [-1.568555, 2.511005, -2.085511], [-2.896072, 0.572881, -2.114431], [-2.018080, -0.386918, -0.751134], [-4.134806, -0.920957, -0.926874], [-5.521942, 0.119773, -0.103975], [-3.583966, -0.400512, 2.170354], [-3.522937, -2.028529, 1.095860], [-5.194070, -1.396503, 1.864001], [4.491582, -0.289372, -2.909564], [4.957686, -0.129829, -1.680002], [3.598886, -0.925904, -3.033134], [4.172262, 0.617425, -3.450839], [5.169874, -0.742496, -3.652450]], "forces_ev_per_angstrom": [[0.794, 0.806, 0.492], [-1.456, -0.003, 1.042], [0.041, -1.600, -1.673], [0.629, -2.034, -2.180], [-0.288, 1.704, 2.192], [-1.406, 0.557, 2.234], [-0.802, 0.558, 0.367], [0.606, 0.873, -0.190], [-0.740, 0.209, -0.513], [-0.471, -0.361, -1.326], [0.522, -1.509, -0.476], [-0.410, -0.675, -0.625], [-0.117, 0.389, -0.006], [0.211, 2.273, -0.522], [2.141, -1.624, 0.139], [-1.362, -1.174, -1.564], [0.527, 2.174, 0.932], [-2.494, -0.644, -1.001], [2.626, 0.319, 0.031], [-0.292, 0.967, 2.517], [-0.267, 0.189, -0.615], [-0.638, -1.355, -0.117], [-0.285, 0.043, -0.503], [0.099, 0.358, -2.585], [1.999, 1.616, 0.537], [-1.426, -1.737, 0.472], [1.046, -0.928, -2.273], [1.741, -0.701, -1.521], [-0.634, -2.341, 1.036], [-1.920, 1.220, 0.846], [0.606, -1.452, 2.116], [1.131, 0.067, 2.165], [-0.281, 1.966, -0.378], [-0.840, 1.410, 1.947], [2.406, -0.552, 0.303], [-1.153, -1.497, -1.745], [-1.234, 1.847, 0.893], [2.369, 0.604, -1.178], [-0.353, 0.009, -1.249], [-0.393, 0.176, 1.855], [-0.711, -0.585, 0.183], [-0.114, 0.714, -0.033], [0.593, -0.277, -0.031]], "nbo_charge": [-0.648, -0.456, -0.279, -0.483, -0.363, -0.263, -0.441, -0.420, -0.463, -0.076, -0.577, -0.080, -0.669, 0.239, 0.194, 0.189, 0.240, 0.250, 0.193, 0.270, 0.441, 0.443, 0.405, 0.227, 0.262, 0.224, 0.233, 0.241, 0.225, 0.248, 0.232, 0.186, 0.159, 0.177, 0.202, 0.223, 0.214, 0.230, -0.190, -0.967, 0.052, 0.079, 0.096], "largest_force_ha_per_bohr": 0.0593, "relative_energy_kj_mol": 479.03, "orbital_gap_ev": 5.20, "lumo_energy_ev": -0.2, "e_tot_ev": -18926.317, "charge": 0}